Computed, not measured: an isolated molecule of C3H5N3O, with ωB97M-V/def2-TZVPD.

The geometry in XYZ format:
```
12
Properties=species:S:1:pos:R:3
C -2.3052 -0.5082 0.4401
C -1.5523 0.6288 -0.3788
C -0.0899 0.2907 -0.3369
N 0.8159 1.1065 0.2026
N 1.9975 0.3823 0.2980
N 1.6725 -0.8651 0.0279
O 0.4029 -0.8987 -0.3473
H -2.2147 -1.3808 -0.3095
H -3.4403 0.0206 0.7677
H -1.8381 -0.7202 1.4490
H -1.9956 0.7917 -1.4017
H -1.4518 1.6442 0.2274
```

HOMO-LUMO gap, eV: 11.7
Lowest unoccupied orbital energy, eV: 0.685
HOMO level, eV: -11.025
SMILES: CCc1nnno1


Computed, not measured: an isolated molecule of C3H5N3O, with ωB97M-V/def2-TZVPD.

The geometry in XYZ format:
```
12
Properties=species:S:1:pos:R:3
C -0.8584 -1.6450 0.2266
C -0.2676 -0.6185 -0.4375
C 0.2190 0.5474 0.2515
N 0.8726 1.5731 -0.4673
O 0.0953 -0.7165 -1.7388
N 0.0096 0.6018 1.5448
N -0.1073 -0.0246 2.5069
H 0.6981 0.0230 -1.9287
H 1.6300 2.0000 0.0544
H 0.2459 2.3035 -0.7948
H -1.4849 -1.4825 1.0869
H -1.0524 -2.5617 -0.3039
```

HOMO-LUMO gap (spin up / spin down), eV: 7.6 / 7.6
Lowest unoccupied orbital energy (spin up / spin down), eV: -0.140 / -0.142
HOMO level (spin up / spin down), eV: -7.771 / -7.771


Computed, not measured: an isolated molecule of C3H5N3O, with ωB97M-V/def2-TZVPD.

The geometry in XYZ format:
```
12
Properties=species:S:1:pos:R:3
O -0.6799 -1.0415 2.1530
C 0.4686 -0.8716 1.3491
C 0.2076 -0.0580 0.1133
N 0.7365 1.1812 -0.0844
C 0.2403 1.5304 -1.2504
N -0.5460 0.5481 -1.7253
N -0.5718 -0.4865 -0.8623
H -1.3053 -1.5812 1.6521
H 0.8987 -1.8429 1.0625
H 1.2034 -0.3334 1.9545
H 0.4154 2.4602 -1.7754
H -1.0674 0.4951 -2.5866
```

HOMO-LUMO gap, eV: 11.0
Lowest unoccupied orbital energy, eV: 0.871
HOMO level, eV: -10.083
SMILES: OCc1nc[nH]n1


Computed, not measured: a cluster of 2 separate species, C3H5N3O in total, with ωB97M-V/def2-TZVPD.

The geometry in XYZ format:
```
12
Properties=species:S:1:pos:R:3
C -0.3650 -0.1410 -0.0685
C 0.5763 -0.5015 -1.0027
C 1.9135 -0.3766 0.0259
N -4.8298 1.1976 0.0456
N -3.8642 0.8922 0.4046
N 0.0245 0.4169 1.0495
O 1.3564 0.3185 1.1396
H 0.2758 -1.5532 -1.4782
H 0.6371 0.2235 -1.9312
H 2.2016 -1.3946 0.2155
H 2.6070 0.2674 -0.3438
H -0.5333 0.6507 1.9437
```

HOMO-LUMO gap (spin up / spin down), eV: 6.6 / 4.9
Lowest unoccupied orbital energy (spin up / spin down), eV: -14.139 / -15.843
Charge: +2
HOMO level (spin up / spin down), eV: -20.724 / -20.733


Computed, not measured: a structure of composition C3H5N3O3, with ωB97M-V/def2-TZVPD.

The geometry in XYZ format:
```
14
Properties=species:S:1:pos:R:3
N 1.1805 -0.9964 -0.3462
C -1.1229 0.4896 -0.0689
C 0.6270 0.8154 -0.5900
C 0.2122 -1.7290 -0.1273
N 1.2484 1.5706 0.4031
O -1.2883 0.7165 1.2687
N -0.5014 -2.5040 0.4274
O -2.0608 0.3607 -0.8147
O 0.7383 1.0602 -1.7750
H -2.2512 0.6984 1.4329
H 1.7797 -1.2105 -1.1475
H 1.5645 2.4786 0.0897
H 0.8994 1.4475 1.3447
H -1.0253 -3.1976 -0.0969
```

HOMO-LUMO gap, eV: 9.2
Lowest unoccupied orbital energy, eV: 0.367
HOMO level, eV: -8.825


Computed, not measured: an isolated molecule of C3H5N3O3, with ωB97M-V/def2-TZVPD.

The geometry in XYZ format:
```
14
Properties=species:S:1:pos:R:3
H -0.1900 2.7428 0.1432
N -0.8378 1.9630 0.2615
C -0.1364 0.9345 0.0963
C 1.3385 0.7912 -0.2173
O 2.1503 1.6617 -0.2476
N 1.5691 -0.6092 -0.4620
O 2.2549 -1.0898 0.7083
O 0.3101 -1.1755 -0.5211
N -0.5748 -0.3745 0.2854
C -1.9503 -0.7281 -0.0529
H 2.9028 -1.7565 0.3577
H -2.5869 -0.0534 0.5268
H -2.2166 -1.7455 0.2481
H -2.0329 -0.5607 -1.1263
```

HOMO-LUMO gap, eV: 9.1
Lowest unoccupied orbital energy, eV: -0.431
HOMO level, eV: -9.557
SMILES: [H]/N=c1\c(=O)n(O)on1C


So what do the calculations give for energy above the lowest of the compared OMol25 structures with the same formula, charge and spin? Going down the list: 4.387 3.705 1.154 4.594 3.271 5.744 eV.
So what do the calculations give for strongest force on any atom? Going down the list: 0.0827 0.0418 0.0082 0.0899 0.0793 0.0262 Eh/bohr.